The following is a DFT calculation (wB97M-V/def2-TZVPD) of a molecular structure, C24H25I2N5O4SYb.

ORCA input file:
```
! wB97M-V def2-TZVPD RIJCOSX def2/J DEFGRID3
* xyz 1 2
Yb 0.964 1.120 0.388
O -2.511 2.082 1.679
C -1.300 2.066 1.849
N -0.346 2.739 1.169
C -0.877 3.581 0.105
C 0.229 3.994 -0.826
C 0.175 5.185 -1.542
C 1.220 5.516 -2.382
C 2.302 4.653 -2.489
C 2.281 3.484 -1.757
N 1.269 3.155 -0.943
C -0.706 1.167 2.938
C -1.567 0.728 3.927
C -1.020 -0.076 4.916
C 0.324 -0.418 4.846
C 1.088 0.041 3.785
N 0.584 0.838 2.837
H -1.383 4.460 0.516
H -1.656 3.056 -0.468
H -0.677 5.839 -1.423
H 1.197 6.441 -2.941
H 3.145 4.876 -3.126
H 3.099 2.778 -1.823
H -2.606 1.016 3.891
H -1.629 -0.442 5.732
H 0.784 -1.043 5.597
H 2.132 -0.230 3.687
I 3.952 1.631 1.469
C 4.843 -0.280 1.228
I 3.562 -1.950 1.300
H 5.559 -0.370 2.037
H 5.339 -0.273 0.265
S 2.482 0.117 -1.807
C 1.694 -1.339 -2.293
N 0.419 -1.353 -2.645
C -0.307 -2.558 -3.030
C 0.349 -3.761 -2.372
C 1.832 -3.761 -2.703
N 2.399 -2.466 -2.339
H -0.076 -0.476 -2.544
H -0.298 -2.659 -4.118
H -1.342 -2.437 -2.711
H -0.115 -4.683 -2.719
H 0.214 -3.705 -1.289
H 1.999 -3.952 -3.767
H 2.363 -4.527 -2.138
H 3.367 -2.385 -2.079
O -3.514 -0.014 -1.218
C -3.373 -1.049 -0.381
C -4.503 -1.839 -0.140
C -4.415 -2.921 0.706
C -3.211 -3.253 1.339
C -2.099 -2.486 1.104
C -2.157 -1.381 0.240
C -0.957 -0.598 0.008
O -0.920 0.432 -0.769
O 0.133 -0.899 0.590
H -2.687 0.503 -1.217
H -5.431 -1.570 -0.624
H -5.297 -3.521 0.887
H -3.164 -4.103 2.005
H -1.157 -2.717 1.584
*
```

For the energy above the lowest of the compared OMol25 structures with the same formula, charge and spin, the calculation gives 0.0 kJ/mol. Its LUMO energy (alpha / beta) is -3.195 / -3.196 eV. For the molar mass, the calculation gives 906.41 g mol⁻¹. For the highest occupied orbital energy (alpha / beta), the calculation gives -10.97 / -10.97 eV. The expectation value of S² is 0.751.